[1]
Below is 16 unconnected molecules or ions with the total composition C20H72N12O16 at a distorted geometry, with properties calculated with ωB97M-V/def2-TZVPD.

Element x y z (Å)
C 17.910634 9.019513 8.088595
C 16.961289 7.752849 7.935454
O 16.079174 8.084051 6.931124
H 18.435532 9.365603 7.180235
H 18.656744 8.774094 8.787918
H 17.425892 9.841262 8.587853
H 16.363025 7.598804 8.900002
H 17.546238 6.881573 7.560943
H 15.523098 7.352099 6.686620
C 16.517589 9.972746 12.877171
C 15.962415 9.996886 11.425668
O 15.775761 8.691626 10.945403
H 16.739721 10.996300 13.169831
H 17.464910 9.416633 12.895801
H 15.786233 9.560269 13.570732
H 16.761546 10.493037 10.781909
H 15.047284 10.594779 11.540714
H 15.236112 8.743593 10.107113
C 17.006979 10.435136 5.203871
C 15.673660 10.273252 4.507830
O 15.709934 10.130571 3.099770
H 16.930385 10.825254 6.237022
H 17.740040 11.067969 4.664949
H 17.351314 9.438560 5.041736
H 15.118264 11.157392 4.861674
H 15.067486 9.463843 4.978886
H 14.943470 10.531618 2.679600
C 21.899563 15.840672 5.357870
C 22.821338 15.708740 4.190582
O 23.607312 14.567951 4.401222
H 21.371776 16.803572 5.278774
H 22.356121 15.889943 6.360317
H 21.156369 15.092710 5.351235
H 23.452898 16.605273 4.148211
H 22.306145 15.693193 3.249922
H 23.895581 14.279557 3.578745
C 22.234646 11.428939 9.432620
O 21.930770 12.722668 9.888798
N 21.439389 10.772855 8.666700
N 23.342856 10.802964 9.781085
H 20.692064 11.276637 8.153496
H 21.672665 9.854461 8.265625
H 23.309222 9.757473 9.645550
H 23.834494 11.098851 10.664707
C 17.878324 16.537327 7.828454
O 17.250392 15.538747 8.469848
N 17.609204 17.778932 8.030643
N 18.807423 16.320782 6.939036
H 16.847131 18.058398 8.636842
H 18.114636 18.398622 7.410043
H 18.929672 15.305090 6.734460
H 19.334593 16.990990 6.345737
C 19.163234 12.858901 7.450144
O 19.559244 13.829807 6.580427
N 19.559615 11.679956 7.187858
N 18.481390 12.984688 8.557655
H 20.068439 11.515089 6.331367
H 18.935017 10.930227 7.518757
H 18.349418 13.934820 8.845755
H 18.484754 12.249701 9.316882
C 22.085181 7.724541 7.851001
O 21.856225 6.544891 8.618605
N 21.188591 8.424499 7.209018
N 23.152803 8.426952 7.951877
H 20.299739 7.865165 6.987308
H 21.334021 9.172637 6.534630
H 23.931749 7.940503 8.561195
H 23.477343 9.135328 7.291603
C 15.759510 13.345259 6.641657
O 16.688071 13.894652 5.808710
N 15.976951 12.783297 7.802638
N 14.485324 13.264417 6.315906
H 17.016208 12.755208 7.981247
H 15.452332 13.124449 8.640256
H 14.177908 13.604921 5.339618
H 13.819133 12.696364 6.860901
C 15.364861 14.090361 10.675333
O 15.274076 15.345458 11.386423
N 14.513912 13.785258 9.772301
N 16.264945 13.196325 10.960656
H 13.804376 14.470004 9.426395
H 14.191737 12.788450 9.639721
H 16.876466 13.520356 11.735650
H 16.374554 12.313170 10.510646
C 20.436929 13.080061 2.975064
O 19.117558 12.954747 3.526650
H 20.985776 12.118348 3.041274
H 21.015770 13.768350 3.581007
H 20.413621 13.414664 1.943629
H 18.827290 13.824325 3.782898
C 21.462910 15.550151 9.012376
O 20.986950 16.789096 8.698647
H 21.002637 15.350927 9.938933
H 22.547537 15.518632 9.066235
H 21.163802 14.740157 8.338660
H 20.165877 16.594733 8.190358
C 18.941668 14.496834 11.614189
O 18.058255 14.319974 12.676018
H 19.685763 15.186826 11.916885
H 18.379624 14.937596 10.811154
H 19.405777 13.620039 11.215818
H 18.590908 14.144299 13.453675
C 19.191117 16.321555 3.496338
O 18.121703 15.476356 3.874237
H 19.461043 16.802035 4.456478
H 18.915202 17.190940 2.877393
H 20.071308 15.825586 3.083708
H 18.001170 15.467149 4.848578
C 22.190389 11.776094 5.417280
O 21.293974 10.688559 5.305389
H 22.781753 11.702035 6.362263
H 21.701196 12.784169 5.340782
H 22.865975 11.790909 4.609644
H 21.522694 10.259150 4.466953
C 19.499239 11.114326 11.649706
O 19.269200 10.996819 10.259672
H 20.462437 11.654505 11.713571
H 19.553615 10.099223 12.009476
H 18.759782 11.726826 12.138258
H 20.100424 10.707670 9.792292

Cartesian forces (eV/Å) of the 3 atoms listed first:
C -0.693 -1.435 -0.104
C 0.999 1.075 0.682
O -1.241 0.985 -1.271

As for the energy relative to the best compared isomer or geometry (same formula, charge and spin): 79.63 kcal per mole. Its total energy is -72542.016 eV. As for the molecular weight: 736.86 g mol⁻¹. As for the LUMO energy: -0.13 eV.

***

[2]
Below is 16 unconnected molecules or ions with the total composition C20H77N5O16 at a distorted geometry, with properties calculated with ωB97M-V/def2-TZVPD.

Element x y z (Å)
O 9.671797 4.686696 -1.916089
H 10.345747 5.278866 -1.582389
H 8.859417 5.189306 -1.855649
O 3.504967 10.246726 -0.460189
H 2.933077 10.007536 0.269171
H 3.680627 11.178856 -0.331729
O -6.026083 -3.444814 -6.548269
H -5.760473 -3.545454 -5.634179
H -6.303133 -4.321184 -6.815549
O 1.400017 -7.257794 -0.544759
H 1.211477 -7.474044 -1.457949
H 2.353787 -7.304854 -0.478969
O 6.182017 2.601306 -6.051879
H 5.297757 2.966986 -6.027869
H 6.709297 3.214526 -5.539849
O -0.432643 5.221146 -7.446619
H -0.686853 4.303036 -7.539759
H -1.224253 5.712746 -7.665539
O 1.884107 -3.696164 2.560871
H 1.699027 -4.199964 1.768301
H 2.769817 -3.358004 2.428931
O 5.649127 -1.640244 0.519361
H 5.500547 -0.696404 0.461661
H 6.575387 -1.723964 0.745781
O 5.317167 6.599756 -2.768599
H 4.833217 7.305056 -2.338979
H 5.111627 6.699246 -3.698159
O -5.769923 -5.423894 -2.011619
H -6.589623 -5.896604 -2.156049
H -5.306533 -5.942434 -1.353889
O -2.668413 1.453086 -6.679389
H -3.550553 1.759696 -6.469519
H -2.312273 1.155496 -5.842229
C 0.713867 3.209476 -0.331889
C 1.435177 1.872886 -0.410299
C 1.232017 1.153346 -1.805999
O -0.084463 0.646376 -2.074349
C -0.658143 -0.313514 -1.158959
N 2.838137 2.136996 -0.061349
H 0.744077 3.609676 0.681531
H -0.314843 3.195476 -0.691969
H 1.146467 3.979236 -0.970979
H 1.108177 1.195966 0.378971
H 2.000947 0.405496 -1.999819
H 1.363237 1.840436 -2.641939
H -1.629463 -0.588234 -1.570249
H -0.686913 0.022756 -0.122529
H -0.129833 -1.266584 -1.133319
H 3.215257 2.777146 -0.745509
H 2.895617 2.542506 0.861891
C 0.477407 -5.866364 -6.533149
C -0.621423 -6.913624 -6.315959
C -1.200083 -7.269954 -7.717099
O -2.101153 -8.335584 -7.495029
C -2.930543 -8.607514 -8.639669
N 0.125567 -8.018864 -5.667169
H 0.074787 -4.998984 -7.056259
H 1.351617 -6.157254 -7.115589
H 0.845567 -5.586004 -5.546259
H -1.415153 -6.458184 -5.723799
H -0.363613 -7.643884 -8.307519
H -1.552413 -6.359754 -8.202379
H -3.777233 -9.229234 -8.348669
H -2.369303 -9.150914 -9.399819
H -3.272083 -7.688004 -9.115009
H 0.843707 -8.342814 -6.299179
H -0.497043 -8.810264 -5.588819
C -9.159913 -2.359174 2.152981
C -9.005313 -0.814604 2.155741
C -7.889233 -0.503154 1.231201
O -7.789973 0.937236 1.234181
C -6.907513 1.590966 0.308511
N -10.222803 -0.181694 1.617561
H -10.157463 -2.727034 2.393121
H -8.433353 -2.787114 2.843691
H -8.907033 -2.863324 1.220251
H -8.923933 -0.523724 3.203061
H -8.053583 -0.887574 0.224571
H -7.012253 -1.059514 1.562091
H -7.180183 1.268186 -0.696269
H -5.898643 1.208126 0.462471
H -6.766283 2.668856 0.387941
H -9.933703 0.783246 1.691141
H -10.189543 -0.281864 0.613091
C 8.282147 2.218196 6.729161
C 7.542497 2.976106 5.584161
C 6.720167 4.262106 5.997301
O 5.967557 4.621356 4.816571
C 5.310417 5.900596 4.895461
N 8.359877 3.390496 4.493131
H 7.581157 1.640476 7.331611
H 8.914807 2.836496 7.365991
H 8.918827 1.525536 6.178751
H 6.811177 2.217946 5.304081
H 7.348487 5.132786 6.184991
H 6.137367 4.120126 6.907401
H 4.722407 6.010816 5.806601
H 4.594877 5.968576 4.076021
H 5.952247 6.763756 4.719081
H 8.842197 2.608686 4.073321
H 7.791347 3.780596 3.755091
C -2.022933 -1.038404 7.881231
C -2.428883 -0.303254 6.542671
C -1.613473 0.939026 6.107491
O -2.209603 2.102646 6.695371
C -1.469423 3.276436 6.645301
N -2.233943 -1.357294 5.581631
H -2.563343 -1.961524 8.090781
H -2.167023 -0.374994 8.734001
H -0.976243 -1.342014 7.900361
H -3.493773 -0.083804 6.465571
H -1.567853 1.097516 5.030041
H -0.628963 0.741186 6.531411
H -0.596453 3.198946 7.293391
H -2.057433 4.075366 7.097021
H -1.212103 3.660396 5.658161
H -2.509003 -1.010114 4.673941
H -1.283543 -1.699084 5.577241

Cartesian forces (eV/Å) of the 3 atoms listed first:
O 0.044 -0.223 -0.077
H 0.199 0.117 0.076
H -0.279 0.115 -0.005

As for the energy relative to the best compared isomer or geometry (same formula, charge and spin): 88.00 kcal per mole. Its total energy is -62193.916 eV. As for the molecular weight: 643.86 g mol⁻¹. As for the LUMO energy: 0.10 eV.

***

[3]
Below is a molecular structure, C20H8Cl2F5IN2ORe, with properties calculated with ωB97M-V/def2-TZVPD.

Element x y z (Å)
Re -0.005473 -0.100959 -0.740823
Cl 4.124137 -2.406124 4.169128
C 3.453663 -1.925817 2.668122
C 4.170141 -2.077522 1.515394
C 3.646616 -1.701679 0.249226
I 4.745262 -2.011520 -1.468357
C 2.403040 -1.138666 0.215624
O 1.752923 -0.718970 -0.923707
C 1.654247 -0.964478 1.391158
N 0.399902 -0.426290 1.224794
C -0.406600 -0.328497 2.284664
C 0.003471 -0.722740 3.551682
C 1.271565 -1.233163 3.740400
C 2.134492 -1.374403 2.644478
H 5.161316 -2.507491 1.561488
H -1.395422 0.076253 2.109086
H -0.684621 -0.624028 4.378270
H 1.600007 -1.536053 4.725902
F -1.357534 -2.697901 0.038138
C -2.246507 -2.045091 -0.729199
C -1.868984 -0.776681 -1.182826
C -2.758355 -0.121947 -2.041219
F -2.413840 1.078333 -2.523920
C -3.978762 -0.663851 -2.380924
F -4.819669 -0.018455 -3.162105
C -4.319204 -1.923693 -1.881255
F -5.470478 -2.447744 -2.201272
C -3.447468 -2.632718 -1.047824
F -3.781967 -3.823086 -0.598247
Cl 1.567303 4.113578 -3.933684
C 0.799063 3.635453 -2.491176
C 0.208363 4.566628 -1.636638
C -0.397745 4.129403 -0.469362
C -0.400824 2.784120 -0.170682
N 0.156789 1.885722 -1.010331
C 0.757225 2.298091 -2.149494
H 0.236944 5.618711 -1.888892
H -0.857426 4.829223 0.213661
H -0.852254 2.391125 0.729471
H 1.216670 1.542928 -2.778758

Cartesian forces (eV/Å) of the 3 atoms listed first:
Re -0.332 0.412 -0.138
Cl 0.003 -0.006 -0.023
C -0.052 0.011 0.084

As for the energy relative to the best compared isomer or geometry (same formula, charge and spin): 7.20 kcal per mole. Its total energy is -74742.256 eV. As for the molecular weight: 771.30 g mol⁻¹. As for the multiplicity: 2. As for the LUMO energy (spin up / spin down): -8.61 / -8.67 eV. Its net charge is +2.